50
Properties=species:S:1:pos:R:3 method="wB97M-V/def2-TZVPD" gap_ev=8.330 smiles="COc1ccc(N2CCN(CC(=O)NCc3ccccc3)CC2)cc1" mol_weight_g_mol=339.439 total_charge=0 total_energy_ev=-29711.1409 homo_energy_ev=-7.594
C 2.7695 -6.9612 -0.1232
O 2.7059 -6.0172 0.9149
C 1.8689 -4.9453 0.7649
C 1.8399 -4.0379 1.8246
C 1.0287 -2.9287 1.7796
C 0.2190 -2.6665 0.6682
N -0.6319 -1.5589 0.6884
C -0.0653 -0.2572 0.9750
C -1.1603 0.6578 1.5112
N -2.2000 0.7930 0.5049
C -3.1830 1.7888 0.8898
C -2.6176 3.1977 0.7065
O -2.8457 4.1131 1.4684
N -1.8773 3.3120 -0.4119
C -1.2229 4.5360 -0.8106
C 0.2285 4.3307 -1.1526
C 0.8084 5.0299 -2.2033
C 2.1437 4.8480 -2.5176
C 2.9138 3.9564 -1.7907
C 2.3439 3.2550 -0.7418
C 1.0114 3.4450 -0.4229
C -2.7718 -0.5138 0.2372
C -1.6861 -1.4527 -0.2928
C 0.2573 -3.5769 -0.3841
C 1.0635 -4.7037 -0.3377
H 3.1252 -6.5117 -1.0567
H 1.7977 -7.4358 -0.2974
H 3.4828 -7.7154 0.2060
H 2.4606 -4.2344 2.6845
H 1.0069 -2.2610 2.6271
H 0.3537 0.1913 0.0572
H 0.7344 -0.3508 1.7078
H -1.5642 0.2328 2.4461
H -0.7538 1.6464 1.7344
H -3.5276 1.6795 1.9297
H -4.0543 1.7006 0.2337
H -1.6971 2.4692 -0.9378
H -1.7458 4.9756 -1.6695
H -1.3243 5.2265 0.0353
H 0.2103 5.7240 -2.7765
H 2.5827 5.4004 -3.3353
H 3.9543 3.8099 -2.0395
H 2.9393 2.5601 -0.1679
H 0.5733 2.9047 0.4028
H -3.2139 -0.9564 1.1461
H -3.5565 -0.4082 -0.5160
H -1.3137 -1.0594 -1.2540
H -2.1265 -2.4376 -0.4550
H -0.3383 -3.4162 -1.2692
H 1.0542 -5.3776 -1.1803

---

54
Properties=species:S:1:pos:R:3 method="wB97M-V/def2-TZVPD" gap_ev=7.086 mol_weight_g_mol=623.955 total_charge=+1 total_energy_ev=-58115.7406 homo_energy_ev=-10.366
C -0.7489 -2.3379 -8.3983
C -1.4576 -1.4350 -9.1444
H -0.9776 -3.4047 -8.5018
H 0.1690 -2.0335 -7.8944
C -1.5173 -0.0336 -8.7957
C -1.0731 0.4046 -7.5862
H -0.7550 -0.3051 -6.8472
H -1.1076 1.4776 -7.3838
C -2.0886 -1.8977 -10.4350
H -1.9758 -2.9830 -10.5249
H -1.6090 -1.4343 -11.3097
H -3.1586 -1.6668 -10.4810
C -2.1315 0.9575 -9.7682
H -3.1669 0.7087 -10.0502
H -1.5440 1.0568 -10.6937
H -2.1461 1.9416 -9.2895
Tl -1.3930 -0.2222 -0.7968
O 0.4470 -0.9792 -2.6744
C 0.7909 -0.2256 -3.6031
O 0.7960 1.2611 -1.1016
C 1.6305 1.4229 -1.9957
O 2.7044 2.2099 -1.8497
N 1.5831 0.9122 -3.3031
C 3.4080 2.3379 -3.1311
C 2.6891 1.4428 -4.1144
H 4.4539 2.0355 -2.9822
H 3.3561 3.3892 -3.4427
H 3.3474 0.6412 -4.4751
H 2.2987 2.0044 -4.9715
C 0.4334 -0.4992 -4.9897
C -0.1744 -1.6918 -5.2402
H 0.7302 0.2896 -5.6853
H -0.5895 -2.2299 -4.3861
H -0.1731 -2.1846 -6.1948
C -1.6283 3.2712 1.2159
C -1.5846 2.1113 2.1437
N -1.2242 0.9152 1.7860
C -1.1890 0.0095 2.8459
C -1.6050 0.5686 4.0516
S -1.9888 2.2512 3.8574
C -0.6806 -1.3229 2.6283
C -0.4632 -2.3101 3.5856
S 0.2908 -3.6941 2.8948
C 0.2777 -2.8669 1.3120
N -0.2734 -1.6888 1.3450
C 0.8882 -3.4856 0.1077
H -2.6707 3.4725 0.9292
H -1.2281 4.1495 1.7389
H -1.0209 3.0565 0.3272
H -1.6655 0.0164 4.9846
H -0.7292 -2.1923 4.6302
H 1.9134 -3.8028 0.3513
H 0.3044 -4.3726 -0.1799
H 0.9051 -2.7582 -0.7131

---

53
Properties=species:S:1:pos:R:3 method="wB97M-V/def2-TZVPD" gap_ev=9.188 smiles="COc1ccccc1CNC(=O)N1CCN(S(=O)(=O)c2ccc(C)cc2)CC1" mol_weight_g_mol=403.504 total_charge=0 total_energy_ev=-44641.5092 homo_energy_ev=-8.751
C -2.7806 -1.8915 2.6694
O -2.4695 -0.9762 1.6466
C -3.4394 -0.6583 0.7315
C -4.6948 -1.2486 0.6865
C -5.6062 -0.8677 -0.2855
C -5.2752 0.0972 -1.2162
C -4.0221 0.6875 -1.1705
C -3.0980 0.3287 -0.2062
C -1.7367 0.9708 -0.1421
N -0.6959 -0.0099 -0.3521
C 0.2918 0.1792 -1.2651
O 0.4127 1.2126 -1.8994
N 1.1492 -0.8753 -1.4521
C 0.9952 -2.2309 -0.9905
C 2.1539 -2.5830 -0.0392
N 3.3485 -1.8580 -0.4042
S 3.9691 -0.7776 0.7063
O 3.8531 -1.4200 1.9844
O 5.2672 -0.4113 0.2221
C 2.9296 0.6779 0.7173
C 3.2054 1.7170 -0.1503
C 2.3915 2.8329 -0.1490
C 1.3118 2.9236 0.7249
C 0.4184 4.1224 0.6823
C 1.0775 1.8825 1.6149
C 1.8791 0.7542 1.6082
C 3.4806 -1.5293 -1.7993
C 2.2919 -0.6953 -2.3250
H -3.0005 -2.8861 2.2677
H -1.8918 -1.9469 3.2966
H -3.6262 -1.5481 3.2727
H -4.9758 -2.0064 1.4007
H -6.5789 -1.3360 -0.3082
H -5.9852 0.3902 -1.9739
H -3.7539 1.4426 -1.8940
H -1.6232 1.7230 -0.9242
H -1.6080 1.4487 0.8369
H -0.6587 -0.7490 0.3271
H 1.0313 -2.8921 -1.8671
H 0.0320 -2.3818 -0.5058
H 1.9294 -2.3191 0.9947
H 2.3578 -3.6604 -0.0786
H 4.0617 1.6404 -0.8018
H 2.5864 3.6422 -0.8360
H 1.0036 5.0395 0.7095
H -0.1456 4.1144 -0.2496
H -0.2816 4.1249 1.5138
H 0.2627 1.9527 2.3212
H 1.7171 -0.0579 2.2998
H 4.4191 -0.9850 -1.8985
H 3.5641 -2.4673 -2.3587
H 2.0416 -1.0082 -3.3485
H 2.5145 0.3723 -2.3439